ORCA calculation (ωB97M-V with the def2-TZVPD basis set) on 3 unconnected molecules or ions with the total composition C3H9N3O2S at a distorted geometry.

Each atom is followed by the atoms it is bonded to, with distances in Å.
CARTESIAN COORDINATES (ANGSTROEM)
1 N 3.069 -1.037 0.747  C5 1.139
2 H 0.990 -1.602 -1.057  N12 1.005
3 H -0.561 -1.638 2.057  N8 0.933
4 O -0.392 1.090 0.082  C9 1.438, S15 1.800
5 C 2.894 -0.217 1.517  N1 1.139, H14 1.061
6 H -2.868 1.170 2.231  O11 1.029
7 H 1.364 1.506 -1.003  C9 1.115
8 N -0.069 -1.494 1.278  H3 0.933, S15 1.536
9 C 0.295 1.237 -1.172  O4 1.438, H7 1.115, C16 1.577, H17 1.140
10 H -3.317 0.110 0.987  O11 1.035
11 O -2.997 0.183 1.969  H6 1.029, H10 1.035
12 N 0.110 -1.116 -1.055  H2 1.005, S15 1.658, C16 1.404
13 H -0.967 0.012 -2.549  C16 1.182
14 H 2.461 0.444 2.226  C5 1.061
15 S -0.822 -0.652 0.237  O4 1.800, N8 1.536, N12 1.658
16 C 0.078 -0.083 -2.006  C9 1.577, N12 1.404, H13 1.182, H18 1.128
17 H -0.053 2.232 -1.606  C9 1.140
18 H 0.785 -0.146 -2.883  C16 1.128

Summary:
LUMO energy, eV: 0.536
Orbital gap, Eh: 0.358
Relative energy (zero: lowest compared OMol25 entry of this formula, charge and spin), kcal/mol: 55.1
Total energy, a.u.: -832.50485


ORCA calculation (ωB97M-V with the def2-TZVPD basis set) on 2 unconnected molecules or ions with the total composition C3H9N3S at a distorted geometry.

Each atom is followed by the atoms it is bonded to, with distances in Å.
CARTESIAN COORDINATES (ANGSTROEM)
1 H -2.973 -0.668 1.737  no bonds
2 H 2.920 0.308 -1.053  C16 1.186
3 H -0.698 -1.049 1.305  N14 0.978
4 H 2.735 2.151 0.844  C8 1.178
5 N -2.843 0.084 0.509  H11 0.999, C15 1.376
6 H -2.266 1.571 -1.119  N13 1.138
7 H 1.347 1.004 -1.231  C16 1.166
8 C 2.125 1.144 0.826  H4 1.178, H9 1.115, H10 1.165, C16 1.368
9 H 2.745 0.704 1.642  C8 1.115
10 H 1.102 1.385 1.329  C8 1.165
11 H -3.408 0.903 0.420  N5 0.999
12 S 1.063 -1.157 -0.273  N14 1.805, C16 1.899
13 N -1.385 0.855 -1.200  H6 1.138, C15 1.387
14 N -0.578 -0.773 0.375  H3 0.978, S12 1.805, C15 1.429
15 C -1.568 0.188 0.001  N5 1.376, N13 1.387, N14 1.429
16 C 1.967 0.510 -0.376  H2 1.186, H7 1.166, C8 1.368, S12 1.899

Summary:
LUMO energy, eV: -0.025
Orbital gap, Eh: 0.309
Relative energy (zero: lowest compared OMol25 entry of this formula, charge and spin), kcal/mol: 105.0
Total energy, a.u.: -681.99852